Entry 1:
A structure of composition C20H24GeN2OPdS2. Source: OMol25; level of theory: ωB97M-V/def2-TZVPD.

## Properties
Electronic energy, hartree: -3962.30593
Gap between HOMO and LUMO (spin up / spin down), eV: 6.53 / 6.53
Multiplicity: 1
HOMO level (spin up / spin down), eV: -7.9 / -7.9
Energy relative to the best compared isomer or geometry (same formula, charge and spin), kcal/mol: 35.41

Last column: natural (NBO) charge in e.
Positions of all 51 atoms, in Å:
Pd 1.11860 0.61144 0.13254  0.78
C -2.63347 -2.01650 0.84811  -0.70
C -1.64535 -0.89094 0.95652  0.35
N -0.39204 -1.08082 0.73458  -0.42
N 0.00333 -2.38066 0.46294  -0.33
C 1.16546 -2.46325 -0.04826  -0.06
S 2.26952 -1.16563 -0.56937  -0.17
S 1.77017 -4.08972 -0.43169  0.25
C 1.50994 -3.98481 -2.23307  -0.56
C 0.07279 -3.74200 -2.58422  0.05
C -0.31860 -2.51866 -3.11306  -0.25
C -1.65149 -2.27344 -3.41602  -0.20
C -2.60466 -3.25398 -3.19087  -0.23
C -2.22107 -4.47772 -2.65493  -0.21
C -0.89240 -4.71667 -2.34928  -0.23
C -2.07150 0.48536 1.32001  -0.21
C -3.14759 0.59208 2.21551  -0.11
C -3.62412 1.79685 2.68730  -0.28
C -3.02977 2.97367 2.23347  -0.18
C -1.98057 2.90669 1.34809  -0.28
C -1.46169 1.68819 0.87127  0.36
O -0.48410 1.80083 -0.02309  -0.74
H -2.26311 -2.89106 1.38055  0.25
H -2.70084 -2.30121 -0.20653  0.26
H -3.62483 -1.74940 1.19380  0.22
H 1.86680 -4.94419 -2.60977  0.24
H 2.14844 -3.19890 -2.63443  0.23
H 0.42584 -1.74973 -3.28056  0.22
H -1.94241 -1.31516 -3.82561  0.21
H -3.64354 -3.06699 -3.42899  0.21
H -2.96211 -5.24557 -2.47312  0.21
H -0.59705 -5.66269 -1.91146  0.21
H -3.60477 -0.31586 2.58234  0.20
H -4.44173 1.81994 3.39350  0.21
H -3.38789 3.93735 2.57198  0.21
H -1.51147 3.80656 0.97061  0.22
C 4.07817 2.52917 -0.45901  -1.08
Ge 2.95963 3.07517 1.03643  1.52
C 4.08106 3.61274 2.53665  -1.08
C 1.71813 4.47750 0.50935  -1.07
C 1.88716 1.50466 1.52329  -0.40
H 4.88128 3.24803 -0.62247  0.23
H 3.47093 2.46204 -1.36164  0.24
H 4.52055 1.55245 -0.26387  0.24
H 4.72370 4.43500 2.22001  0.24
H 4.71741 2.78960 2.85927  0.24
H 3.48135 3.94821 3.38155  0.23
H 2.29402 5.33518 0.16160  0.24
H 1.09406 4.78526 1.34717  0.23
H 1.07372 4.11469 -0.29029  0.25
H 1.50614 1.20692 2.50315  0.17

=====

Entry 2:
An isolated molecule of C20H24N2O3. Source: OMol25; level of theory: ωB97M-V/def2-TZVPD.

## Properties
Electronic energy, hartree: -1111.81896
Gap between HOMO and LUMO, eV: 8.51
Multiplicity: 1
HOMO level, eV: -9.0
Energy relative to the best compared isomer or geometry (same formula, charge and spin), kcal/mol: 5.59
SMILES: O=C(CCCN1C(=O)c2ccccc2C1=O)NCCC1=CCCCC1

Last column: natural (NBO) charge in e.
Positions of all 49 atoms, in Å:
O -1.68959 -3.83060 -1.13197  -0.63
C -1.70352 -3.10302 -0.16064  0.68
C -0.84478 -3.34929 1.07518  -0.49
C 0.32157 -2.35978 1.11511  -0.39
C 1.24012 -2.55455 -0.09319  -0.23
N 2.24202 -1.51456 -0.16253  -0.46
C 3.53650 -1.65539 0.32158  0.68
O 3.97686 -2.65080 0.83551  -0.54
C 4.19706 -0.35224 0.05975  -0.14
C 5.48195 0.07465 0.31976  -0.16
C 5.81708 1.37507 -0.04675  -0.19
C 4.89182 2.21106 -0.65179  -0.19
C 3.59509 1.77919 -0.91470  -0.19
C 3.26438 0.49081 -0.55143  -0.06
C 1.99353 -0.26004 -0.69117  0.68
O 0.93923 0.09842 -1.15610  -0.57
N -2.47512 -2.00172 -0.06663  -0.62
C -3.21103 -1.45499 -1.18316  -0.23
C -2.62975 -0.10999 -1.62081  -0.44
C -2.64544 0.97682 -0.57515  0.04
C -3.40047 0.96895 0.51547  -0.24
C -3.37450 2.04146 1.56425  -0.43
C -2.12474 2.90760 1.44830  -0.39
C -1.93884 3.32709 -0.00426  -0.39
C -1.68260 2.09543 -0.86635  -0.44
H -0.46203 -4.36902 1.02728  0.23
H -1.45341 -3.24227 1.97445  0.22
H 0.89713 -2.50050 2.03294  0.22
H -0.05842 -1.33455 1.10431  0.21
H 0.65448 -2.52342 -1.01527  0.23
H 1.76186 -3.51144 -0.02617  0.23
H 6.19732 -0.58153 0.79019  0.23
H 6.81579 1.73856 0.14344  0.22
H 5.18175 3.21469 -0.92461  0.22
H 2.87056 2.42430 -1.38689  0.23
H -2.37827 -1.39264 0.73117  0.40
H -4.26712 -1.35299 -0.91359  0.19
H -3.12802 -2.18015 -1.99563  0.24
H -3.17818 0.23635 -2.50170  0.22
H -1.58957 -0.26043 -1.92281  0.23
H -4.11207 0.17520 0.69832  0.19
H -3.42672 1.58272 2.55617  0.21
H -4.26775 2.66685 1.45633  0.21
H -1.25114 2.33642 1.77136  0.19
H -2.21354 3.78301 2.09482  0.21
H -1.10590 4.02686 -0.09756  0.20
H -2.84380 3.83335 -0.34760  0.19
H -1.75280 2.35810 -1.92499  0.21
H -0.66699 1.72293 -0.70226  0.23

=====

Entry 3:
A structure of composition C20H24N2PtSe4. Source: OMol25; level of theory: ωB97M-V/def2-TZVPD.

## Properties
Electronic energy, hartree: -10610.48953
Gap between HOMO and LUMO (spin up / spin down), eV: 5.29 / 5.29
Multiplicity: 1
HOMO level (spin up / spin down), eV: -14.5 / -14.5
Total charge: +2

Last column: natural (NBO) charge in e.
Positions of all 51 atoms, in Å:
Pt 0.25916 0.05786 -0.31261  0.60
Se -1.94433 -1.11123 0.18181  0.19
Se -3.38359 0.52919 0.11829  0.22
Se -1.85364 -0.09251 -3.82432  0.22
Se 0.10168 0.12897 -2.90138  0.17
C -0.44125 3.24317 0.11018  -0.64
C 0.48701 3.36627 -1.06108  -0.03
C 0.32003 4.38949 -1.97683  -0.20
C 1.19821 4.53299 -3.04103  -0.15
C 2.24161 3.63956 -3.21177  -0.21
C 2.45534 2.59873 -2.32052  -0.02
C 3.58585 1.64390 -2.52358  -0.66
C 1.57569 2.48280 -1.22619  0.11
N 1.70997 1.45572 -0.29620  -0.44
C 2.57531 1.38856 0.66386  0.34
C 3.63986 2.39593 0.89151  -0.70
C 2.41502 0.25033 1.56560  0.32
C 3.46822 -0.07575 2.55738  -0.70
N 1.32464 -0.43701 1.41038  -0.43
C 0.96263 -1.54074 2.17081  0.11
C 0.61973 -1.41873 3.53080  -0.01
C 0.59804 -0.10227 4.23279  -0.65
C 0.29449 -2.57458 4.22377  -0.21
C 0.28401 -3.81204 3.60233  -0.14
C 0.59527 -3.91604 2.25349  -0.21
C 0.93306 -2.79588 1.51858  -0.03
C 1.33974 -2.88939 0.08229  -0.64
H -1.40728 3.67259 -0.14291  0.24
H -0.04987 3.79071 0.96926  0.24
H -0.59766 2.19799 0.42381  0.19
H -0.49421 5.08651 -1.84589  0.24
H 1.06705 5.34497 -3.73639  0.24
H 2.91132 3.75713 -4.04750  0.24
H 3.68988 1.42842 -3.58368  0.25
H 3.44087 0.70947 -1.98368  0.20
H 4.52468 2.09158 -2.20021  0.25
H 3.55458 3.22778 0.19663  0.27
H 4.62271 1.93646 0.78245  0.27
H 3.58697 2.77862 1.91110  0.27
H 4.43809 -0.12160 2.06299  0.26
H 3.27179 -1.02693 3.04496  0.27
H 3.54347 0.69892 3.32114  0.27
H 0.50336 0.73282 3.54510  0.20
H 1.50661 0.02354 4.81866  0.24
H -0.23202 -0.07955 4.93362  0.25
H 0.04883 -2.49423 5.27071  0.24
H 0.02974 -4.69724 4.16312  0.24
H 0.59618 -4.88019 1.77034  0.24
H 1.28532 -3.91562 -0.26832  0.25
H 2.36376 -2.53710 -0.04957  0.22
H 0.68133 -2.28027 -0.56308  0.19

=====

Entry 4:
An isolated molecule of C20H24N4O2. Source: OMol25; level of theory: ωB97M-V/def2-TZVPD.

## Properties
Electronic energy, hartree: -1145.96402
Gap between HOMO and LUMO, eV: 8.40
Multiplicity: 1
HOMO level, eV: -7.7
Energy relative to the best compared isomer or geometry (same formula, charge and spin), kcal/mol: 91.75
SMILES: C#CC(=O)N(C)[C@H]1CCCN(c2ccc(C(N)=O)c3[nH]c(C)c(C)c23)C1

Last column: natural (NBO) charge in e.
Positions of all 50 atoms, in Å:
C 2.13703 1.56068 6.24842  -0.20
C 1.75651 1.77351 5.10043  -0.02
C 1.29576 2.01499 3.77593  0.56
O 1.94718 2.75562 3.05032  -0.58
N 0.05620 1.51730 3.34891  -0.43
C -0.94893 1.05625 4.31145  -0.41
C -0.44171 1.69055 1.96633  -0.02
C -0.84106 3.14456 1.65509  -0.42
C -0.71919 3.40598 0.12219  -0.40
C -1.07106 2.16491 -0.75400  -0.19
N -0.06350 1.14798 -0.46163  -0.51
C 0.39242 0.23135 -1.39486  0.21
C 1.53309 0.54560 -2.10335  -0.26
C 2.08987 -0.33534 -3.05763  -0.15
C 1.50199 -1.57001 -3.33476  -0.21
C 2.12288 -2.53616 -4.27461  0.66
N 3.28291 -2.38981 -5.01556  -0.83
O 1.59014 -3.61517 -4.47290  -0.65
C 0.35322 -1.84222 -2.57518  0.25
N -0.42632 -2.98897 -2.57509  -0.55
C -1.38927 -2.96557 -1.57251  0.18
C -2.23479 -4.16981 -1.31578  -0.65
C -1.27500 -1.74568 -0.95237  -0.09
C -2.10041 -1.29341 0.24323  -0.62
C -0.16958 -1.00967 -1.61176  -0.13
C 0.52588 1.08535 0.89939  -0.21
H 2.47874 1.29574 7.23114  0.24
H -0.50444 0.33918 4.99680  0.21
H -1.33917 1.89198 4.88717  0.19
H -1.80817 0.56356 3.81781  0.21
H -1.41698 1.16311 1.92048  0.21
H -1.83759 3.30128 1.97115  0.19
H -0.21825 3.87705 2.20860  0.23
H -1.42963 4.22435 -0.06311  0.21
H 0.29538 3.78276 -0.12899  0.21
H -2.08678 1.80255 -0.58803  0.16
H -1.01875 2.42693 -1.81472  0.21
H 2.07799 1.46664 -2.00438  0.22
H 2.98363 -0.06067 -3.64671  0.20
H 3.75291 -1.50159 -5.11968  0.38
H 3.49805 -3.13847 -5.66315  0.41
H -0.23432 -3.76483 -3.21490  0.44
H -2.62464 -4.13378 -0.28140  0.23
H -1.66944 -5.12485 -1.44275  0.23
H -3.09272 -4.19412 -2.01794  0.23
H -2.91305 -2.00843 0.42738  0.21
H -2.58467 -0.32282 0.06776  0.21
H -1.48135 -1.22329 1.14220  0.21
H 0.78556 0.06857 1.19043  0.20
H 1.48343 1.63635 0.87513  0.21